Record 1
Formula: C43H47IN5O3P2RuS2Se2Si
Source: the Open Molecules 2025 dataset
Level of theory: wB97M-V/def2-TZVPD

Structure (XYZ):
```
107
Properties=species:S:1:pos:R:3:mulliken_spin:R:1
Ru 0.22627 0.13702 -0.03516 2.947
Se 1.90921 1.37250 1.29012 0.189
P 3.47065 0.53314 -0.02483 0.069
Se 2.59413 0.01962 -1.91046 0.309
C 4.79015 1.74758 -0.13857 -0.023
C 5.31378 2.11328 -1.37260 0.010
C 6.35316 3.03424 -1.42816 0.008
C 6.85455 3.58769 -0.25861 0.003
C 6.32941 3.22018 0.97723 0.001
C 5.29769 2.29875 1.04201 -0.004
C 4.17973 -0.92469 0.76817 -0.016
C 3.92874 -1.21502 2.10563 0.005
C 4.51017 -2.33583 2.68796 0.002
C 5.33711 -3.15584 1.93747 0.000
C 5.59030 -2.86411 0.59889 0.005
C 5.01091 -1.75122 0.00800 0.010
H 4.90500 1.68706 -2.28171 -0.003
H 6.76980 3.31939 -2.38731 0.000
H 7.65566 4.31447 -0.30773 0.000
H 6.72821 3.65159 1.88939 0.000
H 4.88809 2.00851 2.00429 -0.001
H 3.27423 -0.57517 2.68590 0.003
H 4.31402 -2.56708 3.72920 0.000
H 5.78539 -4.03174 2.39195 0.000
H 6.23544 -3.50945 0.01324 0.000
H 5.19177 -1.53354 -1.03743 -0.004
C -4.13643 3.94873 0.52697 0.018
C -4.10901 3.94879 2.04235 -0.004
C -4.25163 5.34328 2.60871 0.002
O -2.91125 3.34873 2.64351 0.005
P -1.58433 2.69250 2.07520 -0.016
S -0.52043 2.05994 3.58631 0.006
S -2.07546 1.29176 0.69689 0.276
O -0.85404 3.83604 1.23014 0.001
C -0.55071 5.18558 1.71747 -0.001
C 0.77282 5.23622 2.45369 0.009
C -0.55393 6.05801 0.48401 -0.001
H -4.99119 4.54460 0.19939 0.001
H -4.23599 2.94843 0.11671 -0.008
H -3.22649 4.40023 0.12132 -0.003
H -4.92171 3.33485 2.42151 0.001
H -3.57418 6.04533 2.11702 0.000
H -4.05328 5.34530 3.68050 0.000
H -5.27392 5.69184 2.44607 0.000
H -1.35525 5.48061 2.38435 0.000
H 1.59468 4.97012 1.78181 -0.001
H 0.78240 4.55848 3.30411 -0.002
H 0.93464 6.25412 2.81690 0.000
H 0.13557 5.64979 -0.26153 0.000
H -0.21781 7.06542 0.74111 0.000
H -1.55253 6.12789 0.04611 0.000
N -2.84147 -0.64128 4.08781 0.003
C -2.16186 -1.77895 4.14304 0.002
N -2.51924 -2.72583 5.01244 0.003
N -1.14266 -2.07903 3.34724 0.030
C -0.56842 -1.47963 2.40106 0.034
N 0.10014 -1.07443 1.52225 -0.019
H -3.52068 -0.43441 4.80108 0.000
H -2.38179 0.16411 3.65553 0.002
H -3.26381 -2.59137 5.67014 0.000
H -2.04580 -3.61127 4.96985 0.000
I -1.98218 0.95436 -5.48759 0.001
C -1.18016 1.80510 -3.77632 -0.010
C -1.15723 3.17914 -3.59236 0.003
C -0.59610 3.67913 -2.42763 -0.008
C -0.09958 2.80664 -1.48561 -0.016
N -0.13850 1.47748 -1.66427 0.013
C -0.66240 0.98195 -2.79943 -0.041
H -1.56207 3.84403 -4.34477 0.000
H -0.55408 4.74527 -2.23902 0.000
H 0.33405 3.16052 -0.56443 0.017
H -0.65419 -0.08949 -2.90631 0.038
O -0.48386 -1.28565 -1.09330 0.202
Si -0.98341 -2.82388 -1.47599 -0.063
C 0.13195 -3.59148 -2.73866 0.014
C 0.95413 -2.80297 -3.55039 0.005
C 1.80753 -3.37679 -4.48910 0.000
C 1.83628 -4.75816 -4.64401 0.000
C 1.01197 -5.55964 -3.86264 0.000
C 0.17393 -4.98206 -2.91598 0.000
C -2.69168 -2.60087 -2.17249 0.010
C -3.41683 -1.42765 -1.92023 0.002
C -4.69492 -1.24465 -2.44340 -0.003
C -5.26982 -2.23765 -3.22587 0.001
C -4.57181 -3.41494 -3.47762 0.001
C -3.29477 -3.59249 -2.95836 0.000
C -1.07212 -4.02626 -0.05229 -0.001
C 0.07252 -4.71238 0.38106 0.001
C -0.00313 -5.67802 1.37689 0.000
C -1.22994 -5.97256 1.96309 0.002
C -2.37379 -5.28779 1.56749 0.001
C -2.29269 -4.31877 0.56933 0.003
H 0.92410 -1.72529 -3.45219 -0.007
H 2.44718 -2.74396 -5.09736 0.000
H 2.49730 -5.21062 -5.37538 0.000
H 1.02601 -6.63659 -3.98760 0.000
H -0.44848 -5.62748 -2.29957 0.000
H -2.98017 -0.65024 -1.29607 -0.008
H -5.23972 -0.32749 -2.24091 0.000
H -6.26099 -2.09546 -3.64285 0.000
H -5.02229 -4.19432 -4.08179 0.000
H -2.75918 -4.51437 -3.17580 0.000
H 1.03140 -4.51576 -0.09353 0.000
H 0.88767 -6.21558 1.67958 0.000
H -1.29721 -6.74987 2.71858 0.000
H -3.33282 -5.52521 2.01464 0.000
H -3.19842 -3.81305 0.24258 0.000
```

Properties
Orbital gap (spin up / spin down): 7.079 / 5.639 eV
Spin multiplicity: 5
Total charge: +1
E_HOMO (spin up / spin down): -10.047 / -10.402 eV
ΔE to the lowest compared entry with this formula, charge and spin: 26.2 kcal per mole

---

Record 2
Formula: C43H48AgN6O4S
Source: the Open Molecules 2025 dataset
Level of theory: wB97M-V/def2-TZVPD

Structure (XYZ):
```
103
Properties=species:S:1:pos:R:3:lowdin_charge:R:1
Ag 0.05351 -0.38450 -0.11244 0.783
C -2.70454 -6.11171 -1.45960 -0.095
C -1.26778 -6.02230 -0.93986 -0.205
C -0.64050 -4.68828 -1.19793 -0.139
C 0.17720 -4.33590 -2.23123 -0.142
C 0.73442 -5.20872 -3.31295 -0.207
C 2.14237 -5.71252 -2.98534 -0.095
C 0.43171 -2.91003 -2.07855 -0.236
C 1.22311 -2.10161 -2.96219 0.048
C 1.30083 -0.74247 -3.05171 -0.157
C 2.33034 0.07348 -3.67173 -0.124
C 3.53421 -0.49852 -4.35111 -0.197
C 4.60603 -0.94306 -3.35238 -0.082
C 2.07941 1.38481 -3.41381 -0.113
C 0.85821 1.49874 -2.63152 -0.160
C 0.38061 2.60526 -1.99419 0.042
C -0.50049 2.69620 -0.87783 -0.232
N -1.00257 1.65659 -0.23660 0.071
C -1.72402 2.11622 0.83266 -0.219
C -2.41326 1.31877 1.71820 0.080
C -2.52104 -0.09750 1.77483 -0.241
N -1.98921 -0.93131 0.87616 0.080
C -2.21759 -2.19179 1.29809 -0.235
C -1.74436 -3.34643 0.64679 0.078
C -0.87972 -3.47229 -0.43160 -0.225
N -0.16746 -2.45293 -0.99015 0.055
C -2.99783 -2.16927 2.52193 -0.143
C -3.18140 -0.84870 2.82831 -0.141
C -3.91861 -0.27300 3.99802 -0.206
C -5.36818 0.08575 3.66271 -0.098
C -3.42243 -3.36319 3.31953 -0.207
C -2.28063 -3.94567 4.15655 -0.094
C -1.62855 3.57785 0.87045 -0.133
C -0.86573 3.94052 -0.19260 -0.128
C -0.41205 5.30756 -0.59627 -0.197
C -1.12371 5.82521 -1.84830 -0.094
C -2.18938 4.44889 1.94919 -0.202
C -1.32133 4.42535 3.21069 -0.088
N 0.40065 0.19118 -2.51892 -0.040
C 2.95145 2.55663 -3.73318 -0.185
C 2.43765 3.35258 -4.93491 -0.088
H -3.14580 -7.08791 -1.24631 0.064
H -2.73106 -5.95087 -2.53906 0.073
H -3.32939 -5.34342 -1.00212 0.069
H -0.66339 -6.80299 -1.40917 0.100
H -1.25722 -6.23052 0.13422 0.106
H 0.75828 -4.65486 -4.25559 0.104
H 0.07024 -6.06142 -3.47725 0.100
H 2.82117 -4.87630 -2.80727 0.067
H 2.55271 -6.31917 -3.79599 0.064
H 2.12994 -6.31656 -2.07639 0.073
H 1.89882 -2.63369 -3.62441 0.101
H 3.94950 0.24587 -5.03361 0.102
H 3.23050 -1.34858 -4.96911 0.106
H 4.94297 -0.09812 -2.74997 0.078
H 5.47126 -1.37003 -3.86347 0.066
H 4.20849 -1.68890 -2.66327 0.072
H 0.86564 3.53108 -2.27964 0.104
H -2.93215 1.84968 2.51158 0.102
H -2.12838 -4.28416 1.04176 0.103
H -3.39860 0.61976 4.35634 0.103
H -3.90158 -0.98634 4.82629 0.101
H -5.40609 0.80668 2.84391 0.070
H -5.88766 0.51594 4.52238 0.063
H -5.91647 -0.80142 3.33986 0.071
H -3.81463 -4.13562 2.65013 0.103
H -4.24814 -3.08339 3.97918 0.098
H -1.44866 -4.25188 3.52078 0.069
H -2.61024 -4.81198 4.73539 0.063
H -1.89430 -3.19483 4.84805 0.075
H 0.66867 5.28058 -0.76736 0.108
H -0.57502 6.00349 0.23027 0.101
H -1.00264 5.13148 -2.68202 0.065
H -0.73321 6.79814 -2.15524 0.064
H -2.19509 5.92900 -1.66551 0.073
H -3.20405 4.12315 2.19645 0.104
H -2.27488 5.47521 1.58393 0.099
H -1.20687 3.40633 3.58357 0.071
H -1.75256 5.03788 4.00575 0.064
H -0.31974 4.80017 2.99105 0.072
H 3.96956 2.21198 -3.92375 0.105
H 3.00284 3.19499 -2.84760 0.107
H 2.41948 2.73263 -5.83359 0.072
H 3.06886 4.22097 -5.13252 0.067
H 1.41961 3.70569 -4.76064 0.068
O -1.76499 0.61610 -2.61900 0.034
N -0.97608 -0.23799 -2.42169 0.000
O 2.71817 3.10998 -0.03532 0.024
C 2.56146 2.23355 0.80763 -0.524
N 2.14505 0.96030 0.57605 -0.086
S 2.15533 0.07520 1.92768 0.583
O 3.10169 -1.01058 1.86051 -0.319
O 0.80890 -0.27949 2.34990 -0.353
C 2.73866 1.33840 3.01401 -0.222
C 3.00658 1.29781 4.36895 -0.039
C 3.41757 2.48187 4.96900 -0.088
C 3.54335 3.65583 4.22549 -0.085
C 3.27454 3.66781 2.86251 -0.015
C 2.87335 2.48494 2.26833 -0.137
H 2.89306 0.38446 4.93768 0.117
H 3.64557 2.49462 6.02779 0.096
H 3.85885 4.56589 4.72101 0.095
H 3.36890 4.56369 2.26221 0.115
```

Properties
Orbital gap: 5.675 eV
Spin multiplicity: 1
Total charge: -1
E_HOMO: -3.964 eV
ΔE to the lowest compared entry with this formula, charge and spin: 0.0 kcal per mole